Record 1
The following is a DFT calculation (ωB97M-V/def2-TZVPD) of C34H32Cl4F3NO7SSbW as an isolated structure at a distorted geometry.

Calculated values
Orbital gap (spin up / spin down)   6.96 / 7.28 eV
⟨S²⟩   2.013
Energy relative to the best compared isomer or geometry (same formula, charge and spin)   82.89 kJ/mol
F_max   2.826 eV/A
Highest occupied orbital energy (spin up / spin down)   -4.770 / -5.261 eV

Geometry as ORCA input:
```
! RIJCOSX wB97M-V def2-TZVPD def2/J DEFGRID3
* xyz -1 3
W -0.94669 2.03156 -0.08464
Cl -7.10607 2.21599 -3.16656
C -5.46786 2.48915 -2.68066
C -4.90700 3.72941 -2.89158
Cl -5.84183 4.97372 -3.65478
C -3.65091 4.02213 -2.41721
Cl -3.10907 5.64819 -2.33034
C -2.88851 3.02974 -1.86816
O -1.66101 3.24662 -1.37574
C -3.41642 1.74817 -1.61171
O -2.64572 0.96183 -0.87866
C -4.72477 1.46740 -2.07100
Cl -5.50490 -0.05721 -1.84745
F 2.50870 5.17015 2.86716
C 3.05717 3.95172 2.59748
F 4.04157 3.86030 3.50092
F 3.66004 3.97660 1.38874
C 2.08989 2.84129 2.70116
C 2.33005 1.86750 3.71798
C 1.40679 0.79582 3.72770
C 0.30106 0.84268 2.88399
N 0.17128 1.69203 1.88604
C 1.09283 2.65767 1.76804
S 0.91741 3.50264 0.28076
H 3.17363 2.03853 4.38013
H 1.37816 -0.07184 4.39666
H -0.46106 0.09053 2.99153
O 2.42549 -1.02675 0.29641
C 2.31620 -0.71939 -1.07691
C 1.19455 0.32919 -1.33350
O 1.19254 1.05773 -2.29881
O 0.40259 0.38469 -0.30990
C 2.18320 -2.02462 -1.84036
C 2.70707 -3.22176 -1.27816
C 2.95757 -4.32066 -2.08213
C 2.64476 -4.31419 -3.41928
C 1.99459 -3.24203 -3.93955
C 1.78182 -2.07564 -3.19999
C 3.58042 0.05973 -1.47144
C 3.78563 1.34605 -0.95148
C 4.94189 2.03686 -1.20604
C 5.95667 1.39851 -1.92964
C 5.76496 0.12786 -2.40824
C 4.56896 -0.51674 -2.21880
H 1.64240 -0.57761 0.66177
H 2.93704 -3.22687 -0.19295
H 3.40856 -5.13919 -1.59116
H 2.80030 -5.19266 -4.02470
H 1.70347 -3.16797 -4.99555
H 1.34481 -1.20427 -3.63081
H 3.06439 1.80915 -0.24806
H 5.04014 3.09982 -0.96649
H 6.86702 1.95706 -2.17810
H 6.54440 -0.29964 -2.99013
H 4.42223 -1.47265 -2.72272
C -0.24239 -4.03623 1.63974
C -0.16988 -2.48533 1.85457
Sb -2.00039 -1.55084 0.81530
C -1.65461 -2.40082 -1.11722
C -2.34785 -3.75524 -1.22605
C -3.65120 -2.67098 1.79514
C -4.11226 -1.98144 3.16209
H 0.69544 -4.56016 1.90774
H -0.38808 -4.33891 0.58533
H -1.02418 -4.48166 2.30689
H 0.64387 -2.02423 1.28886
H -0.22868 -2.17877 2.88631
H -0.57157 -2.40249 -1.24319
H -2.14261 -1.76705 -1.84771
H -2.06225 -4.41755 -0.43732
H -2.10959 -4.21057 -2.19728
H -3.44546 -3.58505 -1.17321
H -3.39415 -3.67960 2.05478
H -4.47114 -2.68968 1.11707
H -3.29476 -1.73418 3.81155
H -4.75289 -2.69734 3.64346
H -4.66813 -1.07452 2.92813
C -2.62898 3.72864 3.32560
O -1.74167 2.90951 2.59478
C -2.27955 2.68752 1.35441
O -3.40047 3.02764 1.06312
H -2.15003 3.95093 4.27052
H -3.56605 3.20681 3.43849
H -2.81086 4.62527 2.73501
*
```



Record 2
The following is a DFT calculation (ωB97M-V/def2-TZVPD) of C34H32Cl6CuF12N6O16S4 as an isolated structure at a distorted geometry.

Calculated values
Orbital gap (spin up / spin down)   8.04 / 4.94 eV
⟨S²⟩   0.752
Energy relative to the best compared isomer or geometry (same formula, charge and spin)   569.65 kJ/mol
F_max   6.417 eV/A
Highest occupied orbital energy (spin up / spin down)   -9.623 / -9.623 eV

Geometry as ORCA input:
```
! RIJCOSX wB97M-V def2-TZVPD def2/J DEFGRID3
* xyz 0 2
Cu -18.32291 -8.47140 5.26914
C -14.46291 -9.65254 3.73889
F -14.00350 -9.96707 2.53077
F -15.23287 -10.49821 4.37305
F -13.41930 -9.43587 4.49261
S -15.43673 -7.96834 3.60339
O -14.47231 -6.89713 3.44499
O -16.40776 -8.13987 2.56442
N -16.33608 -7.92751 5.14886
S -15.34678 -7.14373 6.11400
O -13.94652 -7.55940 6.10276
O -15.60226 -5.71605 6.20078
C -15.84031 -7.72965 7.92660
F -17.09249 -7.20800 8.09946
F -15.74462 -9.02178 8.02995
F -15.03606 -7.13395 8.70812
C -17.85661 -11.80901 7.29845
F -17.63929 -11.08473 8.37756
F -16.84194 -11.64399 6.50553
F -17.95040 -13.16694 7.45518
S -19.48058 -11.05477 6.36256
O -18.99347 -10.96491 4.98228
O -20.71721 -11.80476 6.58863
N -19.28189 -9.45703 6.81643
S -20.06969 -9.26705 8.16179
O -20.07504 -10.42716 9.01567
O -19.62989 -7.96758 8.70203
C -21.89194 -8.93528 7.66027
F -22.48003 -10.05443 7.27397
F -22.61325 -8.34210 8.59896
F -21.79225 -7.99720 6.62784
Cl -24.59108 -6.24421 4.96577
C -24.18827 -7.68739 4.06499
C -25.35833 -7.98183 3.14246
Cl -25.46257 -6.86238 1.73555
H -23.96635 -8.52815 4.72223
H -23.32677 -7.40390 3.46038
H -26.30412 -8.06521 3.67785
H -25.10542 -8.96116 2.73618
Cl -18.93595 -13.17066 10.95031
C -19.13668 -14.91479 11.07769
C -18.99698 -15.56744 9.71399
Cl -17.30380 -15.86866 9.31709
H -20.10966 -15.11749 11.52525
H -18.40105 -15.31591 11.77486
H -19.26155 -14.91502 8.88185
H -19.47768 -16.54092 9.61720
Cl -25.65769 -12.64807 8.68552
C -25.52857 -11.73827 7.14992
C -24.47274 -12.31659 6.22734
Cl -24.87150 -13.85352 5.41618
H -25.12817 -10.74122 7.33336
H -26.49921 -11.74524 6.65403
H -23.72106 -12.59813 6.96478
H -24.03458 -11.64485 5.48919
C -20.65516 -3.67976 9.28970
C -19.36573 -3.69595 8.73727
C -19.21484 -4.44050 7.55594
C -20.28701 -4.98741 6.87041
C -21.59512 -4.89469 7.43253
C -21.69787 -4.33668 8.65230
N -20.05249 -5.86825 5.70043
O -18.97321 -6.31707 5.66691
O -20.89516 -6.15883 4.89432
H -20.72675 -3.27444 10.28820
H -18.44294 -3.28363 9.11786
H -18.17135 -4.57705 7.31332
H -22.40682 -5.46740 7.00879
H -22.63175 -4.49793 9.17026
C -20.97234 -14.93819 5.33821
C -19.59162 -14.65763 5.50323
C -18.87509 -13.95896 4.48358
C -19.59730 -13.47860 3.43046
C -20.94218 -13.73651 3.21963
C -21.60976 -14.57928 4.15848
N -18.93033 -12.58598 2.34957
O -19.63767 -12.07113 1.43242
O -17.68545 -12.35382 2.54840
H -21.63916 -15.28972 6.11163
H -19.14441 -15.04005 6.40886
H -17.83681 -13.78154 4.72216
H -21.46721 -13.27432 2.39676
H -22.67328 -14.76704 4.16603
C -22.38555 -6.73754 -0.30264
C -21.06672 -6.44196 0.17967
C -20.46705 -7.36117 1.07261
C -21.15218 -8.49753 1.56344
C -22.36343 -8.82876 0.96995
C -22.93164 -7.96241 0.04448
N -20.50088 -9.29355 2.62780
O -19.62380 -8.75927 3.30989
O -21.07872 -10.30756 2.95125
H -22.66382 -6.15939 -1.17138
H -20.76343 -5.49706 -0.24646
H -19.46412 -7.18514 1.43254
H -22.90529 -9.69158 1.32818
H -23.91132 -8.17558 -0.35699
C -15.75863 -12.56417 11.74714
C -14.90076 -13.25975 12.59957
C -13.84505 -14.08055 12.18216
C -13.65964 -14.16786 10.84604
C -14.46472 -13.45254 9.94125
C -15.62524 -12.89975 10.41103
N -12.45415 -14.77515 10.29041
O -11.46456 -14.99383 10.96385
O -12.56112 -15.10222 9.10709
H -16.63359 -12.04182 12.10488
H -14.99164 -13.06044 13.65712
H -13.08219 -14.47442 12.83738
H -14.14433 -13.25781 8.92843
H -16.32075 -12.39102 9.75998
*
```



Record 3
The following is a DFT calculation (ωB97M-V/def2-TZVPD) of C34H32N2O7PRuS2Te as an isolated structure at a distorted geometry.

Calculated values
Orbital gap (spin up / spin down)   6.27 / 6.66 eV
⟨S²⟩   0.756
Energy relative to the best compared isomer or geometry (same formula, charge and spin)   0.00 kJ/mol
F_max   1.031 eV/A
Highest occupied orbital energy (spin up / spin down)   -6.578 / -6.972 eV

Geometry as ORCA input:
```
! RIJCOSX wB97M-V def2-TZVPD def2/J DEFGRID3
* xyz 0 2
Ru -0.49403 -0.03157 -0.63734
O -3.61180 -0.08375 -3.60100
C -2.53570 -0.04110 -2.81125
O -2.24027 -0.94389 -2.06710
C -1.73596 1.20237 -3.00512
C -2.06120 2.06670 -4.03808
C -1.32795 3.22044 -4.19227
C -0.31077 3.47144 -3.29447
C -0.03798 2.57299 -2.27683
N -0.73770 1.42784 -2.13593
C 1.05053 2.84562 -1.28264
O 1.56051 4.08755 -1.26266
O 1.51208 2.02115 -0.54629
H -4.09404 -0.89286 -3.37721
H -2.88941 1.83089 -4.68718
H -1.55006 3.91833 -4.98712
H 0.27552 4.37232 -3.41708
H 1.02370 4.70611 -1.76958
N -0.49249 -1.65875 0.82277
C -0.02047 -2.92085 0.29939
C -0.36867 -4.12026 0.89893
C 0.12798 -5.31363 0.39304
C 0.98966 -5.30486 -0.69356
C 1.32879 -4.10082 -1.29389
C 0.80501 -2.90251 -0.82579
P 1.06329 -1.25080 -1.59584
C 0.87619 -1.50343 -3.39024
C 0.03652 -2.48059 -3.91833
C -0.24712 -2.50280 -5.27769
C 0.29193 -1.54103 -6.11988
C 1.11549 -0.55163 -5.59817
C 1.40253 -0.53146 -4.24209
C 2.86445 -1.02068 -1.38462
C 3.82284 -1.54711 -2.24762
C 5.17269 -1.41360 -1.95714
C 5.57561 -0.76024 -0.80007
C 4.62639 -0.23415 0.06477
C 3.27613 -0.36141 -0.22824
H -1.35132 -1.76920 1.35100
H 0.20065 -1.26463 1.45821
H -1.02056 -4.12183 1.76483
H -0.15135 -6.25056 0.85675
H 1.38623 -6.23546 -1.07759
H 1.98827 -4.09174 -2.15422
H -0.40891 -3.21888 -3.26306
H -0.89520 -3.27193 -5.67846
H 0.06830 -1.55861 -7.17867
H 1.53500 0.20486 -6.24915
H 2.04197 0.24601 -3.83725
H 3.51881 -2.05784 -3.15351
H 5.91148 -1.82167 -2.63520
H 6.62965 -0.65647 -0.57657
H 4.93638 0.28488 0.96256
H 2.52944 0.07335 0.42631
O -3.93483 3.25326 0.98849
S -3.02149 2.73853 0.00373
O -3.63085 2.05135 -1.12474
O -1.88606 3.57242 -0.33677
S -2.21000 0.94354 1.02028
C -2.06156 1.04548 8.25645
C -1.64142 1.21496 6.82147
C -0.56912 0.50679 6.29579
C -0.17876 0.64585 4.96921
C 0.99652 -0.17207 4.49052
C -0.87925 1.53789 4.14153
Te -0.25190 1.77036 2.11331
C -1.95145 2.27926 4.65542
C -2.74347 3.28786 3.86587
C -2.31655 2.09017 5.98666
H -1.43249 0.31933 8.76993
H -3.09613 0.70497 8.32183
H -1.99526 1.99217 8.79516
H -0.02374 -0.17956 6.93476
H 1.35162 -0.82679 5.28553
H 1.82951 0.45915 4.17685
H 0.72713 -0.79163 3.63410
H -2.44075 3.37334 2.82801
H -2.64379 4.27411 4.32439
H -3.80318 3.03020 3.86989
H -3.15379 2.65880 6.37981
*
```